C38H38F4N6Ta as an isolated structure. Source: OMol25; level of theory: ωB97M-V/def2-TZVPD.

Values from the calculation:
gap between HOMO and LUMO	6.44	eV
relative energy (zero: lowest compared OMol25 entry of this formula, charge and spin)	0.4156	eV
electronic energy	-61380.502	eV
LUMO energy	-4.4	eV
charge	+1
F_max	0.15	eV Å⁻¹

Geometry as XYZ:
```
87
Properties=species:S:1:pos:R:3:lowdin_charge:R:1
Ta -0.74251 -0.65468 0.06557 1.83
C -1.80669 -0.22156 3.18667 -0.05
N -1.01852 0.45866 2.13684 -0.35
C 0.33632 0.65732 2.71215 -0.06
C -1.60465 1.77704 1.81737 -0.17
C -0.79264 2.44143 0.71518 -0.19
N -0.33544 1.39907 -0.20674 -0.14
C 0.43429 1.78893 -1.29340 -0.17
C 1.29789 0.83273 -1.81279 -0.13
F 1.29586 -0.36387 -1.12737 -0.03
C 2.09618 1.00020 -2.91554 -0.21
F 2.87661 0.00082 -3.32123 0.12
C 2.07507 2.21023 -3.58326 0.09
C 1.23786 3.19284 -3.09346 -0.20
F 1.17191 4.36979 -3.71148 0.12
C 0.43057 3.00266 -1.98056 -0.14
F -0.38614 4.00365 -1.61154 0.09
H -1.72565 0.33496 4.12414 0.11
H -1.42252 -1.23022 3.33317 0.09
H -2.85330 -0.26505 2.91082 0.07
H 0.25805 1.28995 3.60111 0.11
H 0.99427 1.13869 1.99393 0.08
H 0.74835 -0.30735 2.99797 0.08
H -1.62901 2.40632 2.71265 0.14
H -2.63226 1.61419 1.48968 0.11
H 0.06455 2.98418 1.12726 0.13
H -1.42524 3.17585 0.21876 0.12
H 2.68844 2.38279 -4.45536 0.15
N -4.71701 4.49294 -7.48202 0.18
C -4.36350 3.77716 -6.65690 -0.17
C -3.92031 2.88006 -5.62306 -0.21
C -3.40382 3.39348 -4.43618 0.00
C -2.98809 2.52792 -3.44025 -0.01
C -3.05741 1.15041 -3.63545 -0.18
C -3.57693 0.64192 -4.82344 -0.01
C -4.01662 1.50377 -5.81288 0.00
C -2.57105 0.24504 -2.56470 -0.03
C -1.52806 -0.63656 -2.85543 -0.25
C -0.93602 -0.95882 -4.09588 0.02
C -0.08826 -2.03033 -3.87633 -0.03
C -0.14536 -2.31165 -2.50777 -0.12
N -0.98905 -1.47984 -1.87682 -0.11
C -3.23918 0.28288 -1.32906 -0.25
C -4.52842 0.81452 -1.13731 0.02
C -4.98614 0.36092 0.08743 -0.03
C -3.96388 -0.42014 0.61840 -0.15
N -2.88925 -0.47311 -0.19216 -0.08
H -3.33287 4.46358 -4.29849 0.13
H -2.59135 2.92295 -2.51440 0.12
H -3.66160 -0.42801 -4.96095 0.13
H -4.43653 1.11709 -6.73106 0.13
H -1.13772 -0.46903 -5.03393 0.12
H 0.50797 -2.55415 -4.60445 0.11
H 0.41541 -3.04658 -1.94869 0.12
H -5.06897 1.40061 -1.86249 0.13
H -5.95072 0.52877 0.53586 0.11
H -3.99381 -0.96717 1.54356 0.09
C -3.02370 -3.52279 1.70786 -0.06
C -1.79918 -4.42130 1.58545 -0.37
C -1.45154 -4.69573 0.12219 -0.06
C -0.63407 -3.93256 2.43078 -0.15
C -0.45762 -4.56889 3.65026 -0.03
C 0.59748 -4.24838 4.48760 -0.05
C 1.56043 -3.37630 4.02982 -0.05
C 1.46969 -2.74341 2.78804 -0.15
C 2.77226 -2.06166 2.36136 -0.37
C 3.85428 -3.15045 2.24149 -0.06
C 2.78901 -1.27443 1.06466 -0.09
C 0.27627 -2.91382 2.04772 -0.23
N -0.11438 -2.04340 1.01294 -0.13
H -3.86766 -3.93719 1.15272 0.09
H -2.79827 -2.54834 1.28580 0.01
H -3.32282 -3.39768 2.75060 0.09
H -2.06826 -5.38575 2.02292 0.13
H -1.36034 -3.77685 -0.45442 0.03
H -2.24062 -5.29540 -0.33418 0.09
H -0.51586 -5.25112 0.03852 0.09
H -1.16819 -5.33073 3.94768 0.12
H 0.69624 -4.71814 5.45693 0.11
H 2.43928 -3.19024 4.63554 0.12
H 3.06693 -1.39164 3.17708 0.14
H 3.58658 -3.85218 1.44833 0.09
H 3.97745 -3.71914 3.16034 0.07
H 4.81448 -2.69972 1.98739 0.08
H 2.51876 -1.91414 0.22441 0.08
H 3.79980 -0.90457 0.88436 0.09
H 2.12802 -0.41367 1.07944 0.03
```



C38H38IrN2O4PS4Sb as an isolated structure in a non-equilibrium geometry. Source: OMol25; level of theory: ωB97M-V/def2-TZVPD.

Values from the calculation:
gap between HOMO and LUMO (alpha / beta)	6.58 / 6.60	eV
2S+1	2
relative energy (zero: lowest compared OMol25 entry of this formula, charge and spin)	0.6856	eV
electronic energy	-113201.595	eV
<S²>	0.7577
LUMO energy (alpha / beta)	0.1 / -0.3	eV
F_max	2.73	eV Å⁻¹

Geometry as XYZ:
```
89
Properties=species:S:1:pos:R:3:lowdin_charge:R:1
Ir 1.12047 -1.60244 0.80762 0.50
C 1.33784 6.22891 1.95741 -0.05
C 0.83576 4.81529 2.06338 -0.27
C 0.28868 4.16107 0.96915 -0.02
C -0.18294 2.85788 1.06860 -0.05
C -0.11093 2.19764 2.28137 -0.25
C 0.43940 2.83559 3.39002 -0.04
C 0.90565 4.13091 3.27645 -0.03
S -0.69424 0.52423 2.42634 0.60
O -1.57756 0.43983 3.55690 -0.27
O -1.28241 0.22461 1.13837 -0.48
N 0.63075 -0.39796 2.52247 -0.26
C 1.15931 -0.79555 3.74749 -0.25
C 0.87458 -0.25635 4.98609 -0.03
C 1.54482 -0.69110 6.14343 -0.07
C 2.48929 -1.67405 6.09686 -0.05
C 2.77922 -2.28297 4.85664 -0.16
C 3.69913 -3.34635 4.72790 0.00
C 3.89203 -3.92527 3.51007 -0.04
C 3.18132 -3.43857 2.40109 -0.15
N 2.33789 -2.43252 2.47166 -0.04
C 2.11891 -1.84714 3.68925 -0.15
H 1.13933 6.64508 0.97074 0.07
H 2.41405 6.27519 2.13312 0.08
H 0.85893 6.86973 2.69906 0.08
H 0.23022 4.66959 0.01499 0.10
H -0.59193 2.35434 0.20600 0.07
H 0.50145 2.32715 4.34045 0.10
H 1.33024 4.62268 4.14382 0.12
H 0.09955 0.48609 5.07970 0.08
H 1.29486 -0.22805 7.08961 0.11
H 3.00037 -2.01171 6.98876 0.11
H 4.22904 -3.69626 5.60557 0.12
H 4.57673 -4.75013 3.37353 0.11
H 3.32881 -3.88789 1.43059 0.04
C 6.52193 0.60628 -1.59856 -0.07
C 5.06211 0.50782 -1.97043 -0.29
O 4.55083 -0.72622 -1.41952 -0.32
P 3.00027 -1.04688 -1.50638 -0.06
S 2.56870 -2.79832 -0.67319 0.33
S 1.85015 0.33248 -0.63128 0.34
O 2.82350 -1.05538 -3.10068 -0.31
C 1.57902 -1.52012 -3.65910 -0.32
C 1.62336 -1.31419 -5.15262 -0.06
H 6.99695 1.40744 -2.16543 0.08
H 7.03103 -0.32903 -1.82942 0.08
H 6.64165 0.81249 -0.53581 0.08
H 4.92094 0.49133 -3.05190 0.11
H 4.48432 1.33474 -1.55058 0.09
H 0.75384 -0.96517 -3.19785 0.06
H 1.45103 -2.57085 -3.38960 0.10
H 1.86702 -0.27839 -5.38862 0.08
H 0.64972 -1.54656 -5.58600 0.07
H 2.37260 -1.95842 -5.61174 0.08
S -0.63112 -2.39071 -0.45881 0.08
Sb -2.12234 -0.77755 -1.12004 1.34
C -1.88938 1.27462 -1.57824 -0.33
C -0.76076 1.68506 -2.28549 -0.16
C -0.52652 3.02982 -2.52475 -0.08
C -1.41510 3.98642 -2.05297 -0.10
C -2.53969 3.58886 -1.34649 -0.08
C -2.77224 2.24230 -1.10403 -0.11
C -3.87802 -1.17668 0.01839 -0.33
C -4.14590 -2.54419 0.06574 -0.14
C -5.23021 -3.02976 0.78000 -0.08
C -6.06288 -2.15405 1.45981 -0.08
C -5.79862 -0.79380 1.42536 -0.08
C -4.71010 -0.30719 0.71382 -0.10
C -2.85879 -1.51358 -2.97596 -0.34
C -2.03345 -2.26987 -3.80087 -0.13
C -2.53250 -2.82807 -4.97118 -0.08
C -3.85947 -2.63050 -5.32179 -0.09
C -4.68605 -1.86720 -4.50781 -0.08
C -4.18762 -1.31130 -3.33867 -0.12
H -0.04514 0.96005 -2.65707 0.05
H 0.35756 3.32679 -3.07379 0.11
H -1.23219 5.03740 -2.23770 0.11
H -3.24122 4.32444 -0.97504 0.11
H -3.65992 1.96604 -0.55627 0.08
H -3.49956 -3.24326 -0.45212 0.08
H -5.41585 -4.09560 0.81041 0.10
H -6.90490 -2.53094 2.02542 0.10
H -6.43351 -0.10251 1.96416 0.10
H -4.52015 0.75541 0.75425 0.08
H -1.00338 -2.45033 -3.51471 0.06
H -1.88722 -3.42934 -5.59939 0.10
H -4.25422 -3.07977 -6.22381 0.10
H -5.72185 -1.71011 -4.78008 0.10
H -4.84527 -0.72544 -2.70605 0.10
```